1.
{"formula": "C21H68O13", "method": "the ωB97M-V functional and the def2-TZVPD basis", "total_charge": 0, "homo_lumo_gap_ev": 9.62, "e_lumo_ev": -0.1, "homo_ev": -9.68, "de_lowest_kcal_mol": 33.5, "elements": ["H", "H", "H", "C", "H", "H", "H", "H", "H", "H", "C", "H", "C", "H", "C", "H", "H", "H", "H", "H", "H", "C", "C", "H", "O", "H", "H", "H", "H", "C", "H", "H", "H", "H", "H", "O", "H", "C", "H", "H", "H", "O", "O", "O", "O", "H", "H", "O", "H", "H", "H", "H", "C", "C", "H", "H", "C", "C", "C", "H", "O", "H", "H", "C", "H", "H", "H", "H", "H", "H", "C", "H", "H", "H", "H", "H", "H", "O", "C", "C", "O", "H", "H", "H", "H", "O", "O", "O", "H", "H", "C", "C", "C", "H", "H", "C", "H", "H", "H", "H", "H", "H"], "xyz": [[3.48, 0.44, 3.53], [-0.52, -5.61, -0.46], [1.23, -1.36, 1.44], [0.46, -0.97, 0.78], [-1.24, 4.20, -2.63], [1.09, -3.28, -3.79], [1.42, -3.14, -2.32], [-2.84, 3.89, 2.79], [-1.40, -0.55, -1.19], [-7.12, 3.19, -0.56], [-1.59, -4.19, -5.43], [-0.90, 5.02, 1.75], [3.97, -1.04, 4.58], [5.07, 2.96, 1.23], [0.12, 2.49, -1.56], [-1.77, 2.56, 3.26], [-2.68, -4.22, -5.39], [-0.78, -1.90, -2.33], [1.01, 5.67, -2.46], [6.42, 2.40, 0.37], [0.47, 2.99, 1.10], [0.50, 3.41, 2.10], [-4.18, 1.46, -0.64], [1.22, -0.86, -1.32], [-0.68, -4.68, -0.34], [0.05, -3.92, 1.31], [-1.46, -2.17, -0.78], [3.72, -3.20, 4.88], [5.86, 0.40, 0.07], [-0.84, -1.46, -1.33], [0.33, 0.11, 0.84], [3.01, 1.03, 0.66], [-0.61, -2.91, 3.34], [-2.60, 0.18, 2.93], [-2.10, 2.87, 1.60], [-0.59, 3.96, -3.29], [-1.06, -4.47, 2.18], [-6.36, 2.51, -0.94], [-2.32, -1.78, -7.34], [5.78, 1.06, 2.34], [-0.92, -2.30, -8.24], [0.35, -2.97, -5.98], [-0.55, 4.77, 3.70], [-4.62, 3.55, 0.26], [-2.95, -0.71, 2.96], [0.00, 1.57, -2.13], [-4.01, -3.13, 0.18], [3.07, 0.03, 4.29], [1.39, 4.04, 2.13], [-1.11, -4.50, -4.51], [-5.44, 1.81, 0.97], [2.90, -2.57, 3.39], [3.20, -2.36, 4.42], [4.67, -0.76, 5.91], [1.44, 3.42, -3.08], [-1.33, -4.92, -6.20], [0.82, 4.87, -1.74], [-5.20, 2.30, 0.02], [-0.76, 4.21, 2.47], [4.03, -0.61, 6.79], [-0.21, -4.02, 2.22], [-2.20, -1.26, 3.16], [5.39, -1.54, 6.15], [3.70, 0.40, 0.10], [4.92, 2.75, -0.56], [-0.75, 2.71, -0.94], [-5.40, 4.06, 0.49], [-2.15, -3.44, -7.83], [-6.04, 2.83, -1.93], [3.52, -0.67, 0.24], [5.33, 2.35, 0.36], [-1.33, -2.09, -5.25], [4.71, -1.11, 3.78], [5.16, 0.20, 5.77], [-1.64, -4.61, -0.25], [0.94, 2.34, -0.86], [1.76, 4.73, -1.21], [-3.70, -3.79, -0.43], [5.02, 0.87, 0.57], [0.53, 3.62, -2.52], [-0.92, -2.28, 3.99], [-4.00, -3.48, -1.29], [-1.08, -2.80, 4.78], [-3.19, 1.56, -0.21], [-0.49, 4.05, 4.34], [1.61, -3.67, -3.09], [1.10, -2.75, -0.74], [5.02, 0.64, 1.94], [0.67, 2.56, 2.76], [2.23, -2.43, 4.92], [-1.92, 3.37, 2.55], [-1.60, -2.59, -7.44], [-1.04, -2.86, -5.96], [-4.43, 0.40, -0.76], [-6.86, 1.56, -1.15], [0.59, -1.49, -0.69], [0.38, -3.37, -0.59], [-4.00, 1.68, -1.69], [0.05, 5.29, -1.09], [0.61, -3.75, -6.48], [3.59, 0.47, -0.98], [-0.48, -1.32, 1.22]]}


2.
{"formula": "C4H3LaO6", "method": "the ωB97M-V functional and the def2-TZVPD basis", "total_charge": 1, "homo_lumo_gap_ev": [5.16, 5.15], "s_squared": 0.7508, "spin_multiplicity": 2, "e_lumo_ev": [-5.4, -5.4], "homo_ev": [-10.59, -10.59], "elements": ["O", "C", "H", "C", "H", "O", "H", "O", "O", "La", "O", "O", "C", "C"], "xyz": [[1.01, -0.70, 0.87], [-0.35, 1.08, 0.61], [0.24, 1.73, 1.28], [2.39, -1.73, 0.70], [-1.12, 0.57, 1.21], [3.00, -1.85, -0.31], [3.13, -3.16, 1.69], [-2.19, 0.22, -1.07], [-2.35, 2.19, -2.03], [-4.06, 0.58, -3.22], [2.48, -2.45, 1.80], [-0.95, 1.96, -0.34], [0.60, 0.12, -0.04], [-1.84, 1.43, -1.16]]}


3.
{"formula": "C5H16N2O", "method": "the ωB97M-V functional and the def2-TZVPD basis", "smiles": "NCCCCCN.O", "total_charge": 0, "homo_lumo_gap_ev": 9.64, "e_lumo_ev": 0.8, "homo_ev": -8.79, "de_lowest_kcal_mol": 67.8, "elements": ["H", "H", "H", "C", "H", "H", "H", "H", "O", "H", "C", "C", "H", "H", "H", "H", "H", "C", "H", "C", "N", "N", "H", "H"], "xyz": [[-2.41, -6.42, -0.92], [-0.49, 2.17, 3.82], [-1.08, 1.46, -0.26], [1.30, 0.33, -1.78], [-1.09, -6.48, -1.71], [0.07, -1.16, -0.63], [0.34, 0.66, -2.30], [1.72, -1.41, -0.95], [-2.03, -6.56, -1.83], [2.09, 2.21, -1.50], [-0.45, 1.50, 0.59], [0.95, 2.01, 0.24], [-0.47, 0.43, 0.79], [-0.53, 0.79, 3.32], [-0.98, 3.27, 1.65], [0.82, 3.08, -0.04], [-2.34, 2.23, 1.59], [-1.17, 2.13, 1.72], [2.76, 1.13, -0.29], [1.77, 1.35, -0.78], [0.88, -0.95, -1.27], [-0.92, 1.62, 3.17], [2.07, -0.14, -2.36], [1.62, 2.04, 1.18]]}


4.
{"formula": "C4H8AlO3", "method": "the ωB97M-V functional and the def2-TZVPD basis", "total_charge": 2, "homo_lumo_gap_ev": [10.16, 6.25], "s_squared": 0.7547, "spin_multiplicity": 2, "e_lumo_ev": [-10.2, -14.0], "homo_ev": [-20.31, -20.29], "de_lowest_kcal_mol": 0.0, "elements": ["C", "O", "H", "H", "H", "O", "Al", "H", "H", "C", "H", "C", "H", "C", "H", "O"], "xyz": [[0.05, -1.01, 4.05], [-0.51, 1.15, 4.94], [-0.14, -2.04, 4.37], [-1.04, 3.08, 0.88], [-1.26, -0.46, 5.75], [-0.37, 3.55, 2.81], [0.17, 2.28, 3.82], [-0.13, -0.92, 2.97], [1.09, -0.71, 4.19], [-0.92, -0.09, 4.74], [0.55, 3.88, 0.99], [0.57, 1.84, 1.44], [-1.96, -0.01, 4.08], [-0.14, 3.18, 1.52], [0.97, 1.55, 0.45], [1.17, 1.50, 2.47]]}